The following is a DFT calculation (the ωB97M-V functional and the def2-TZVPD basis) of a 2-piece molecular cluster, C26H24BCl2N2O5S overall in a non-equilibrium geometry.

Summary:
- Total charge: -1
- ΔE to the lowest compared entry with this formula, charge and spin: 291.4 kJ/mol

The geometry in XYZ format:
```
61
C26H24BCl2N2O5S, DFT the ωB97M-V functional and the def2-TZVPD basis
N 0.27863 -0.49625 4.94105
C 0.30442 -0.20724 3.80179
C 0.28874 0.22094 2.49302
C 1.46129 -0.32290 1.75457
C 2.88384 -0.21444 1.89822
N 4.03612 -0.08058 1.73861
C 1.16953 -1.65890 1.41423
O 2.15929 -2.60876 1.21317
C -0.12492 -2.20442 1.26203
Cl -0.10723 -3.91926 0.89215
C -1.19468 -1.42367 1.55861
Cl -2.78380 -1.93183 1.51995
C -0.96443 0.02356 1.75327
O -1.55547 0.95769 1.19257
C 1.19617 1.06641 7.37502
O 0.52518 2.15152 6.72264
C 0.91185 2.64463 5.53427
C -0.03773 2.93926 4.52571
C 0.35455 2.82501 3.21365
C 1.64177 2.34288 2.89848
B 2.12933 -2.79963 -0.17770
C 1.93747 1.91972 1.50296
C 3.22664 2.30857 1.01380
C 3.18854 2.54752 -0.35774
C 1.87306 2.67777 -0.83220
C 1.60095 3.36304 -2.10844
S 0.75363 1.85240 0.20073
O 3.34190 -3.08658 -0.72017
C 3.45987 -2.31506 -1.93514
C 4.29662 -1.09228 -1.61745
C 4.23102 -3.18451 -2.93742
C 1.95116 -1.94116 -2.34523
C 1.60960 -0.46335 -2.52071
C 1.49545 -2.68740 -3.57239
O 1.16718 -2.45849 -1.17150
C 2.60875 2.49420 3.88794
C 2.26285 2.69440 5.19931
H 0.49945 0.79138 8.16951
H 1.27520 0.20685 6.69904
H 2.16634 1.42631 7.74640
H -1.06986 3.05058 4.82771
H -0.40980 2.95259 2.44328
H 4.14695 2.43213 1.59812
H 4.08266 2.75295 -0.96741
H 2.58672 3.74678 -2.46749
H 1.16976 2.68578 -2.87309
H 0.93034 4.22749 -1.95716
H 4.60571 -0.53800 -2.51625
H 3.78001 -0.39557 -0.95019
H 5.19820 -1.40855 -1.08178
H 4.44876 -2.64938 -3.88729
H 5.17715 -3.49803 -2.45788
H 3.70675 -4.12984 -3.17832
H 2.22772 0.07686 -3.26619
H 0.55866 -0.38056 -2.83522
H 1.64639 0.10161 -1.58448
H 2.11235 -2.44530 -4.44890
H 1.50573 -3.76367 -3.37615
H 0.44829 -2.44226 -3.79600
H 3.63492 2.24095 3.64800
H 3.02382 2.78918 5.95509
```

***

The following is a DFT calculation (the ωB97M-V functional and the def2-TZVPD basis) of C26H24CaFN4O3S as an isolated structure.

Summary:
- Total charge: -1
- ΔE to the lowest compared entry with this formula, charge and spin: 0.0 kJ/mol

The geometry in XYZ format:
```
60
C26H24CaFN4O3S, DFT the ωB97M-V functional and the def2-TZVPD basis
Ca 0.18654 0.45056 0.42905
C 5.70634 -1.99129 5.14592
C 6.03769 -0.84334 4.19521
C 7.42589 -1.06952 3.60722
C 7.68096 -0.19048 2.39484
C 6.64363 -0.48575 1.35294
C 6.93223 -0.50521 0.00843
C 5.90814 -0.70124 -0.91144
F 6.23024 -0.71854 -2.22190
C 4.60606 -0.83928 -0.53241
C 4.29429 -0.83295 0.83225
C 2.88346 -0.85487 1.23750
O 1.99838 -0.98340 0.37399
C 2.65113 -0.72918 2.64988
C 3.71107 -0.70509 3.49784
N 5.01063 -0.71994 3.13100
C 5.32148 -0.70205 1.77630
C 1.27977 -0.64802 3.30686
O 1.17722 -1.05411 4.46318
O 0.35962 -0.10540 2.60873
H 6.51183 -2.09649 5.87475
H 5.62418 -2.92333 4.58400
H 4.77926 -1.83569 5.69316
H 6.03995 0.09880 4.75171
H 7.52595 -2.12062 3.32005
H 8.15687 -0.87847 4.39424
H 8.68242 -0.35149 1.99520
H 7.61354 0.86386 2.68379
H 7.94227 -0.33951 -0.34516
H 3.80535 -0.91867 -1.25342
H 3.50048 -0.68030 4.55752
S -2.60973 -0.47573 0.24624
C -2.82942 0.81550 1.31568
N -2.08579 0.86394 2.47235
C -2.06820 1.94116 3.27366
C -2.92672 2.96697 3.03118
C -3.75886 2.82751 1.91212
N -3.72492 1.80543 1.08945
H -1.32606 0.17660 2.60854
H -1.33951 1.91272 4.07144
H -2.93608 3.85856 3.63714
H -4.47682 3.60526 1.67226
C -0.91505 4.90730 0.34974
C 0.55491 4.91463 0.07282
C 1.25152 6.10029 -0.05752
C 2.62677 6.13732 -0.29380
C 3.30016 4.91900 -0.39351
C 2.64883 3.70580 -0.27174
C 3.40753 2.41760 -0.34307
C 1.21699 3.62633 -0.02868
N 0.58765 2.46898 0.08515
H -1.31769 5.92531 0.39288
H -1.11113 4.40082 1.29842
H -1.45412 4.32907 -0.41102
H 0.70290 7.03802 0.02955
H 3.15415 7.07853 -0.39840
H 4.37470 4.91818 -0.57508
H 4.44097 2.58112 -0.66537
H 2.91987 1.71708 -1.03168
H 3.41711 1.91710 0.63704
```

***

The following is a DFT calculation (the ωB97M-V functional and the def2-TZVPD basis) of C26H24Cl2N6O3S2Ti as an isolated structure in a non-equilibrium geometry.

Summary:
- Total charge: -2
- ΔE to the lowest compared entry with this formula, charge and spin: 17.0 kJ/mol

The geometry in XYZ format:
```
64
C26H24Cl2N6O3S2Ti, DFT the ωB97M-V functional and the def2-TZVPD basis
Ti 0.49943 -0.01124 0.44020
N -2.20775 -0.05966 -3.61003
C -1.03197 0.50077 -3.09732
S 0.24682 0.75891 -4.24391
N -1.08907 0.71627 -1.82109
N -0.03074 1.26178 -1.12731
C 0.53489 2.35645 -1.47138
C 1.60209 2.96895 -0.68368
C 1.93741 4.28808 -0.99802
C 2.88676 5.00833 -0.29593
C 3.53926 4.38263 0.76557
C 3.26144 3.07112 1.08489
C 2.30593 2.30873 0.37124
O 2.13940 1.05964 0.68296
H -2.02378 -0.62634 -4.42206
H -2.74186 -0.52180 -2.88453
H 0.17706 2.88547 -2.35123
H 1.41441 4.75593 -1.82692
H 3.11496 6.03215 -0.56674
H 4.27669 4.92836 1.34632
H 3.77554 2.56943 1.89589
S 1.32143 -1.08404 4.86011
C 2.10926 -2.34059 3.94901
C 2.88048 -3.41533 4.38029
C 3.38678 -4.27652 3.42233
C 3.14140 -4.07404 2.05845
C 2.38369 -3.00733 1.61912
C 1.86531 -2.14245 2.58400
N 1.08892 -1.04369 2.30261
C 0.71942 -0.39436 3.36028
C -0.10233 0.83663 3.28989
C -0.44730 1.50700 4.46632
C -1.18306 2.67621 4.37616
C -1.54233 3.15239 3.11721
C -1.18945 2.45588 1.96692
C -0.47572 1.25106 2.00026
H 3.08384 -3.57144 5.43241
H 3.98422 -5.12457 3.73609
H 3.55749 -4.76521 1.33585
H 2.17856 -2.80372 0.57360
H -0.14307 1.13466 5.44022
H -1.46837 3.21555 5.27210
H -2.10521 4.07740 3.03888
H -1.48982 2.85656 1.00257
C 1.42282 -2.50575 -3.12349
C 0.95612 -1.93787 -1.81820
N 1.55852 -0.88674 -1.22064
O 2.49079 -0.21875 -2.05007
C -0.11994 -2.45289 -1.09575
C -0.98262 -3.60565 -1.50856
N -0.39459 -1.73971 0.01285
O -1.33560 -2.10323 0.87896
H 0.95039 -2.00204 -3.97372
H 1.19374 -3.57280 -3.17642
H 2.49901 -2.36613 -3.23023
H 1.93805 0.18439 -2.75163
H -0.50150 -4.58213 -1.37283
H -1.27562 -3.52683 -2.55950
H -1.87635 -3.58941 -0.88373
Cl -5.17896 -0.50936 2.56276
C -3.50630 -0.51819 1.87741
Cl -3.40066 0.29633 0.33415
H -3.18417 -1.54064 1.73123
H -2.87273 0.00010 2.58798
```

***

The following is a DFT calculation (the ωB97M-V functional and the def2-TZVPD basis) of a 2-piece molecular cluster, C26H24Cl2O5S overall in a non-equilibrium geometry.

Summary:
- Total charge: 0
- ΔE to the lowest compared entry with this formula, charge and spin: 0.0 kJ/mol

The geometry in XYZ format:
```
58
C26H24Cl2O5S, DFT the ωB97M-V functional and the def2-TZVPD basis
Cl 3.30725 5.30389 0.93336
C 1.75844 4.70309 0.54505
C 1.27019 4.85830 -0.76044
C 0.04596 4.30129 -1.08920
C -0.73693 3.59901 -0.13268
C -1.92804 2.92186 -0.53911
C -2.41225 1.79061 0.11415
C -3.14418 0.84400 -0.58429
C -3.45203 -0.47098 -0.13122
C -4.15515 -1.35640 -0.99420
C -4.43303 -2.66306 -0.61415
C -4.02122 -3.12270 0.65271
Cl -4.37686 -4.72731 1.12513
C -3.34468 -2.26180 1.53579
C -3.05948 -0.95552 1.14674
C -0.25294 3.52487 1.20128
C 0.99318 4.05420 1.52745
H 1.85011 5.40015 -1.50046
H -0.32861 4.38086 -2.11011
H -2.30110 3.12527 -1.53973
H -2.17381 1.64529 1.16983
H -3.46909 1.11423 -1.58589
H -4.46067 -0.98988 -1.97669
H -4.96878 -3.33557 -1.28008
H -3.05585 -2.63176 2.51739
H -2.51543 -0.29455 1.82098
H -0.86970 3.05216 1.96930
H 1.37927 3.96979 2.53566
C -8.69008 3.57707 0.64870
C -7.47359 4.19350 1.28005
O -6.38488 4.07051 0.30874
C -5.29642 4.72857 0.75200
C -4.23383 5.02334 -0.27101
O -3.42023 6.02663 0.01878
C -3.92463 7.33890 0.49829
S -4.71761 4.82872 -2.02462
C -3.52644 5.86759 -2.89206
C -3.93676 6.51731 -4.06208
C -2.99973 7.21843 -4.82139
C -1.67873 7.35059 -4.38286
C -1.30789 6.79484 -3.15125
C -2.23021 6.03418 -2.43427
O -4.54197 3.44964 -2.44274
O -5.97454 5.52749 -2.23272
O -5.22952 5.16816 1.89892
H -9.50673 3.57680 1.37654
H -9.00250 4.17089 -0.21482
H -8.49302 2.55256 0.32238
H -7.63931 5.25776 1.49367
H -7.17751 3.68499 2.20734
H -3.01202 7.91061 0.65611
H -4.54233 7.78972 -0.28093
H -4.48053 7.17540 1.41921
H -4.98703 6.47009 -4.34101
H -3.32077 7.67000 -5.75786
H -0.94459 7.89334 -4.97858
H -0.30701 6.94150 -2.74079
H -1.94866 5.56167 -1.49553
```

***

Which of these has the highest total charge?
C26H24Cl2O5S